Record 1
A molecular structure, C33H37ClIMnN3O2S at a distorted geometry. Source: OMol25; level of theory: ωB97M-V/def2-TZVPD.

Output
HOMO (alpha / beta) (eV): -7.62 / -7.70
Energy relative to the best compared isomer or geometry (same formula, charge and spin) (kJ/mol): 10.6
Energy (hartree): -3901.5575
Kohn-Sham gap (alpha / beta) (eV): 7.4350 / 7.3217
Spin multiplicity: 6

Structure (XYZ):
```
79
C33H37ClIMnN3O2S | OMol25 | ωB97M-V/def2-TZVPD
Mn -11.573 -7.588 13.207
C -13.417 -13.803 15.153
C -12.286 -13.269 14.269
C -12.665 -12.666 13.061
C -14.062 -12.141 12.707
C -11.636 -12.524 12.054
C -11.971 -12.049 10.635
C -10.261 -12.667 12.455
C -9.156 -12.244 11.530
C -9.928 -13.197 13.674
C -8.510 -13.669 13.928
C -10.922 -13.444 14.661
C -10.522 -13.966 16.027
H -13.113 -14.786 15.546
H -14.302 -14.011 14.630
H -13.606 -13.182 16.097
H -14.684 -12.855 12.094
H -14.061 -11.165 12.229
H -14.684 -12.109 13.626
H -11.526 -11.135 10.311
H -13.066 -11.933 10.508
H -11.658 -12.762 9.870
H -8.631 -13.072 11.036
H -8.400 -11.637 11.992
H -9.516 -11.628 10.709
H -7.845 -12.904 14.397
H -7.930 -13.872 13.025
H -8.522 -14.482 14.617
H -10.174 -15.020 16.036
H -11.394 -13.914 16.702
H -9.791 -13.269 16.435
Cl -14.809 -3.213 9.104
C -14.410 -4.652 9.942
C -14.654 -5.924 9.463
C -14.084 -7.078 10.052
I -14.203 -8.959 9.022
C -13.490 -7.021 11.281
O -13.118 -8.059 11.963
C -13.291 -5.757 11.856
N -12.655 -5.690 13.078
C -12.529 -4.570 13.697
C -12.743 -3.320 13.034
C -13.183 -3.316 11.729
C -13.552 -4.566 11.116
H -15.364 -5.971 8.684
H -12.203 -4.615 14.761
H -12.503 -2.353 13.558
H -13.308 -2.400 11.151
C -6.147 -8.871 16.512
C -6.873 -7.520 16.392
N -8.336 -7.768 16.327
C -8.980 -8.204 17.557
C -9.904 -7.204 18.177
C -9.008 -7.322 15.238
S -10.654 -8.002 15.206
N -8.395 -6.669 14.298
C -8.706 -6.450 13.047
O -9.783 -6.750 12.404
C -7.601 -5.773 12.298
C -7.498 -5.958 10.919
C -6.499 -5.342 10.219
C -5.476 -4.626 10.862
C -5.505 -4.585 12.264
C -6.613 -5.049 12.945
H -5.087 -8.788 16.255
H -6.656 -9.579 15.804
H -6.143 -9.329 17.537
H -6.656 -6.922 15.463
H -6.699 -6.803 17.237
H -8.150 -8.523 18.197
H -9.590 -9.094 17.374
H -9.438 -6.216 18.331
H -10.136 -7.539 19.244
H -10.846 -7.139 17.572
H -8.280 -6.524 10.397
H -6.452 -5.506 9.099
H -4.811 -4.071 10.247
H -4.750 -4.086 12.833
H -6.689 -4.900 14.013
```

Atomic partial charges in e from the Mulliken method, atoms 1 to 5:
1. Mn 0.39
2. C -2.21
3. C 0.92
4. C 0.80
5. C -1.90

Record 2
3 unconnected molecules or ions with the total composition CH9N3O2 at a distorted geometry. Source: OMol25; level of theory: ωB97M-V/def2-TZVPD.

Output
HOMO (eV): -9.33
Energy relative to the best compared isomer or geometry (same formula, charge and spin) (kJ/mol): 98.4
Energy (hartree): -358.2341
SMILES: N=C(N)N.O.O
Kohn-Sham gap (eV): 9.9645
Spin multiplicity: 1

Structure (XYZ):
```
15
CH9N3O2 | OMol25 | ωB97M-V/def2-TZVPD
N -0.163 0.613 0.318
C 0.636 -0.359 0.223
N 1.797 -0.360 -0.581
N 0.326 -1.651 0.702
H 0.226 1.466 -0.061
H 2.479 0.318 -0.274
H 2.174 -1.282 -0.731
H 0.682 -1.838 1.628
H -0.657 -1.886 0.752
O -2.673 0.241 1.699
H -2.154 1.045 1.850
H -1.898 -0.339 1.725
O -0.059 1.600 -2.180
H 0.254 0.776 -2.570
H -0.969 1.656 -2.498
```

Atomic partial charges in e from the natural (NBO) method, atoms 1 to 5:
1. N -0.71
2. C 0.55
3. N -0.86
4. N -0.88
5. H 0.37

Record 3
6 unconnected molecules or ions with the total composition H12O6 at a distorted geometry. Source: OMol25; level of theory: ωB97M-V/def2-TZVPD.

Output
HOMO (eV): -10.99
Energy relative to the best compared isomer or geometry (same formula, charge and spin) (kJ/mol): 166.9
Energy (hartree): -458.6089
SMILES: O.O.O.O.O.O
Kohn-Sham gap (eV): 11.4138
Spin multiplicity: 1

Structure (XYZ):
```
18
H12O6 | OMol25 | ωB97M-V/def2-TZVPD
O 0.286 0.490 -2.724
H -0.494 -0.048 -2.622
H 0.052 1.143 -3.359
O 1.436 0.652 1.497
H 2.310 0.668 1.788
H 1.519 0.468 0.582
O 2.498 0.511 -0.993
H 2.609 -0.135 -1.773
H 1.775 1.060 -1.339
O -0.212 0.617 3.693
H 0.185 0.545 2.832
H 0.190 1.246 4.132
O -1.846 -1.097 1.341
H -2.743 -0.885 1.669
H -1.228 -0.483 1.766
O -1.810 -1.461 -2.419
H -2.833 -1.157 -2.423
H -1.693 -2.134 -1.648
```

Atomic partial charges in e from the natural (NBO) method, atoms 1 to 5:
1. O -0.98
2. H 0.51
3. H 0.47
4. O -0.97
5. H 0.47

Record 4
A gas-phase ion, C6H10N5 (charge +1) at a distorted geometry. Source: OMol25; level of theory: ωB97M-V/def2-TZVPD.

Output
HOMO (eV): -11.72
Energy relative to the best compared isomer or geometry (same formula, charge and spin) (kJ/mol): 569.0
Energy (hartree): -507.9538
Kohn-Sham gap (eV): 7.3923
Charge: +1
Spin multiplicity: 1

Structure (XYZ):
```
21
C6H10N5 | OMol25 | ωB97M-V/def2-TZVPD
C 1.868 1.564 0.006
C 2.138 0.129 0.047
C 0.905 -0.520 0.098
C 0.251 -1.774 -0.043
C -1.014 -1.788 -0.271
C -2.065 0.518 1.187
N 0.581 1.763 -0.044
N 0.019 0.580 -0.030
N 3.307 -0.489 -0.091
N -1.971 0.533 -1.262
N -1.420 0.219 -0.069
H 2.526 2.361 -0.220
H 0.713 -2.818 -0.262
H -1.923 -2.291 -0.543
H -2.112 1.591 1.290
H -2.973 0.081 1.360
H -1.395 0.144 1.951
H 3.979 0.305 -0.133
H 3.637 -1.430 -0.042
H -2.360 1.485 -1.415
H -2.691 -0.165 -1.516
```

Atomic partial charges in e from the natural (NBO) method, atoms 1 to 5:
1. C -0.09
2. C 0.20
3. C -0.06
4. C -0.25
5. C 0.12

Record 5
A molecular structure, C39H34BrCl2CrF11N3O4PTe at a distorted geometry. Source: OMol25; level of theory: ωB97M-V/def2-TZVPD.

Output
HOMO (alpha / beta) (eV): -5.24 / -5.86
Energy relative to the best compared isomer or geometry (same formula, charge and spin) (kJ/mol): 401.8
Energy (hartree): -8218.5912
Kohn-Sham gap (alpha / beta) (eV): 6.3150 / 6.7825
Charge: -1
Spin multiplicity: 4

Structure (XYZ):
```
97
C39H34BrCl2CrF11N3O4PTe | OMol25 | ωB97M-V/def2-TZVPD
Cr -0.807 0.017 -0.227
O 2.896 -4.761 0.729
C 3.545 -3.646 1.169
C 4.844 -3.703 1.662
C 5.472 -2.553 2.112
C 4.802 -1.339 2.095
C 3.504 -1.285 1.615
C 2.872 -2.426 1.143
C 1.457 -2.330 0.622
O 1.465 -1.512 -0.488
N 0.645 -1.757 1.715
N -0.377 -0.893 1.508
C -1.169 -0.775 2.529
C -2.225 0.161 2.691
Br -2.129 1.677 1.480
C -3.266 0.164 3.545
C -3.802 -0.877 4.411
C -5.005 -0.570 5.067
C -5.671 -1.496 5.844
C -5.151 -2.771 6.014
C -3.942 -3.084 5.411
C -3.276 -2.157 4.630
H 3.513 -5.496 0.684
H 5.365 -4.655 1.694
H 6.492 -2.611 2.471
H 5.293 -0.441 2.448
H 2.953 -0.353 1.589
H 1.086 -3.327 0.357
H 0.427 -2.457 2.414
H -0.988 -1.426 3.377
H -3.870 1.062 3.520
H -5.426 0.421 4.937
H -6.608 -1.227 6.315
H -5.680 -3.514 6.595
H -3.512 -4.069 5.537
H -2.358 -2.472 4.163
C -3.081 -3.280 -1.011
C -3.568 -1.912 -0.504
O -2.642 -0.924 -0.342
C -4.225 -2.151 0.883
F -4.604 -1.015 1.496
F -3.335 -2.754 1.709
F -5.316 -2.948 0.846
C -4.706 -1.403 -1.446
F -5.448 -0.420 -0.868
F -5.571 -2.366 -1.804
F -4.216 -0.866 -2.566
H -2.080 -3.467 -0.629
H -3.035 -3.301 -2.097
H -3.761 -4.066 -0.682
N 0.496 1.297 -0.242
P 1.537 1.929 -1.226
C 0.984 2.948 -2.645
C 1.424 2.780 -3.951
C 0.901 3.578 -4.957
C -0.035 4.557 -4.660
C -0.438 4.755 -3.348
C 0.062 3.943 -2.343
C 2.965 0.897 -1.717
C 2.909 -0.022 -2.763
C 4.012 -0.813 -3.048
C 5.173 -0.707 -2.297
C 5.225 0.186 -1.237
C 4.122 0.971 -0.939
C 2.350 3.331 -0.350
C 3.322 4.070 -1.023
C 3.883 5.191 -0.436
C 3.455 5.600 0.823
C 2.477 4.878 1.488
C 1.923 3.745 0.902
H 2.152 2.014 -4.181
H 1.207 3.414 -5.982
H -0.458 5.160 -5.453
H -1.155 5.530 -3.109
H -0.260 4.065 -1.314
H 2.004 -0.134 -3.347
H 3.953 -1.527 -3.860
H 6.033 -1.323 -2.529
H 6.121 0.264 -0.633
H 4.165 1.655 -0.102
H 3.640 3.749 -2.008
H 4.645 5.753 -0.961
H 3.887 6.482 1.280
H 2.137 5.201 2.465
H 1.158 3.165 1.405
Cl -3.849 3.283 -3.098
C -3.496 2.221 -1.733
Cl -2.020 1.291 -2.053
H -4.331 1.541 -1.605
H -3.354 2.835 -0.851
F -1.612 -0.160 -4.513
Te -1.112 -1.431 -3.057
F -0.446 -3.345 -2.806
F 0.323 -1.650 -4.298
F -2.232 -2.517 -4.293
F 0.243 0.209 -2.779
O 0.135 -1.503 -0.979
```

Atomic partial charges in e from the Mulliken method, atoms 1 to 5:
1. Cr -0.45
2. O -0.59
3. C 0.97
4. C -0.73
5. C -0.63

Record 6
A molecular structure, C45H46As2IN3O2PW. Source: OMol25; level of theory: ωB97M-V/def2-TZVPD.

Output
HOMO (alpha / beta) (eV): -15.90 / -15.91
Energy relative to the best compared isomer or geometry (same formula, charge and spin) (kJ/mol): 0.0
Energy (hartree): -7233.9085
Kohn-Sham gap (alpha / beta) (eV): 5.4845 / 5.4522
Charge: +3
Spin multiplicity: 3

Structure (XYZ):
```
101
C45H46As2IN3O2PW | OMol25 | ωB97M-V/def2-TZVPD
W -0.033 -0.011 -0.345
C 3.139 1.015 1.296
C 2.227 0.761 2.484
As 0.359 1.151 2.046
C 0.069 3.042 2.244
C -0.683 3.715 1.286
C -0.938 5.069 1.440
C -0.438 5.747 2.544
C 0.318 5.074 3.497
C 0.570 3.719 3.352
C -0.600 0.284 3.497
C -1.480 0.997 4.307
C -2.160 0.352 5.332
C -1.947 -1.001 5.566
C -1.050 -1.709 4.777
C -0.381 -1.072 3.740
As 2.649 -0.115 -0.222
C 3.303 -1.884 0.197
C 4.122 -2.106 1.300
C 4.621 -3.377 1.552
C 4.317 -4.425 0.695
C 3.499 -4.206 -0.406
C 2.981 -2.944 -0.649
C 3.739 0.514 -1.693
C 4.032 1.869 -1.816
C 4.827 2.308 -2.865
C 5.316 1.402 -3.798
C 5.028 0.049 -3.670
C 4.247 -0.398 -2.614
H 4.183 0.831 1.546
H 3.065 2.043 0.940
H 2.521 1.361 3.346
H 2.242 -0.286 2.795
H -1.049 3.190 0.410
H -1.519 5.600 0.697
H -0.634 6.804 2.662
H 0.709 5.605 4.354
H 1.150 3.199 4.106
H -1.624 2.061 4.153
H -2.836 0.913 5.963
H -2.460 -1.496 6.381
H -0.848 -2.753 4.987
H 0.323 -1.632 3.135
H 4.396 -1.295 1.962
H 5.263 -3.543 2.407
H 4.728 -5.409 0.877
H 3.279 -5.020 -1.086
H 2.347 -2.780 -1.516
H 3.647 2.592 -1.112
H 5.071 3.359 -2.949
H 5.937 1.748 -4.613
H 5.429 -0.662 -4.380
H 4.064 -1.459 -2.503
N 0.607 0.289 -4.382
C 1.395 1.531 -4.238
C 0.716 2.579 -3.338
C 0.439 1.999 -1.993
O 1.089 2.151 -0.938
O -0.554 1.163 -1.947
H 1.156 -0.346 -4.953
H -0.222 0.491 -4.936
H 1.580 2.016 -5.200
H 2.366 1.268 -3.827
H -0.238 2.881 -3.775
H 1.350 3.461 -3.264
C -3.420 1.276 1.331
P -2.708 0.222 0.037
C -3.008 -1.520 0.493
C -2.956 -2.075 1.782
C -2.881 -3.470 1.992
C -2.650 -4.298 0.941
C -2.569 -3.752 -0.419
C -3.003 -2.379 -0.574
C -3.857 0.432 -1.358
C -3.535 1.169 -2.494
C -4.499 1.394 -3.469
C -5.781 0.890 -3.318
C -6.111 0.160 -2.181
C -5.159 -0.064 -1.202
H -4.477 1.042 1.461
H -3.333 2.311 0.999
H -2.891 1.164 2.274
H -2.984 -1.426 2.653
H -2.932 -3.856 3.002
H -2.466 -5.356 1.086
H -2.919 -4.437 -1.190
H -3.152 -1.993 -1.576
H -2.539 1.567 -2.620
H -4.246 1.971 -4.348
H -6.528 1.070 -4.079
H -7.114 -0.224 -2.052
H -5.441 -0.615 -0.312
I -0.111 -5.456 -1.225
C -0.933 -3.508 -0.770
C -0.750 -2.655 -2.018
N -0.393 -1.432 -2.002
N -0.016 -1.701 0.537
C -0.246 -2.936 0.444
H -0.922 -3.157 -2.970
H -0.236 -0.994 -2.929
H 0.049 -3.640 1.225
```

Atomic partial charges in e from the natural (NBO) method, atoms 1 to 5:
1. W 1.16
2. C -0.71
3. C -0.70
4. As 1.10
5. C -0.39

Record 7
A single C3H6N2S molecule at a distorted geometry. Source: OMol25; level of theory: ωB97M-V/def2-TZVPD.

Output
HOMO (eV): -9.80
Energy relative to the best compared isomer or geometry (same formula, charge and spin) (kJ/mol): 305.1
Energy (hartree): -625.5058
SMILES: CN(C)SC#N
Kohn-Sham gap (eV): 8.9618
Spin multiplicity: 1

Structure (XYZ):
```
12
C3H6N2S | OMol25 | ωB97M-V/def2-TZVPD
C 1.071 0.557 0.896
N 0.021 0.866 -0.113
C -1.298 0.228 0.129
S 0.690 0.146 -1.973
C 0.202 -1.400 -1.682
N -0.217 -2.422 -1.397
H 1.346 -0.531 1.126
H 2.164 0.923 0.497
H 0.855 0.945 1.909
H -1.931 0.662 -0.657
H -1.365 -0.803 0.277
H -1.538 0.829 0.989
```

Atomic partial charges in e from the natural (NBO) method, atoms 1 to 5:
1. C -0.48
2. N -0.37
3. C -0.45
4. S 0.34
5. C -0.01

Record 8
A molecular structure, C31H32F5N3O2PRuSSe2 at a distorted geometry. Source: OMol25; level of theory: ωB97M-V/def2-TZVPD.

Output
HOMO (alpha / beta) (eV): -7.23 / -7.51
Energy relative to the best compared isomer or geometry (same formula, charge and spin) (kJ/mol): 259.8
Energy (hartree): -7651.8430
Kohn-Sham gap (alpha / beta) (eV): 6.4197 / 6.8665
Spin multiplicity: 2

Structure (XYZ):
```
78
C31H32F5N3O2PRuSSe2 | OMol25 | ωB97M-V/def2-TZVPD
Ru 0.026 0.525 -0.261
S 0.745 4.954 -0.876
C 2.284 4.203 -0.883
C 2.220 2.871 -0.615
C 0.885 2.438 -0.391
C -0.016 3.454 -0.498
C -1.423 3.260 -0.275
C -2.423 4.226 -0.409
C -3.723 3.889 -0.096
C -4.006 2.604 0.363
C -2.965 1.705 0.458
N -1.707 2.016 0.134
H 3.164 4.797 -1.088
H 3.092 2.229 -0.572
H -2.165 5.221 -0.749
H -4.516 4.621 -0.194
H -5.010 2.308 0.637
H -3.121 0.694 0.818
C 1.081 -0.254 7.758
C 0.816 -0.418 6.286
C 0.264 0.616 5.535
C -0.047 0.463 4.195
C -0.596 1.649 3.444
C 0.198 -0.792 3.581
C -0.268 -1.079 2.241
O -0.993 -0.346 1.561
C 0.856 -1.813 4.302
C 1.343 -3.115 3.697
C 1.134 -1.608 5.644
H 0.822 0.747 8.099
H 2.134 -0.437 7.985
H 0.494 -0.975 8.331
H 0.073 1.574 6.009
H -0.469 2.554 4.040
H -1.657 1.525 3.222
H -0.090 1.782 2.491
H 0.030 -2.035 1.808
H 0.979 -3.319 2.696
H 1.068 -3.955 4.337
H 2.434 -3.086 3.644
H 1.622 -2.402 6.204
F 0.139 -0.686 -8.460
C 0.316 -0.321 -7.197
C -0.564 0.556 -6.600
F -1.600 1.026 -7.297
C -0.358 0.945 -5.291
F -1.246 1.794 -4.769
C 0.717 0.486 -4.535
Se 1.101 1.217 -2.804
C 1.565 -0.413 -5.168
F 2.610 -0.928 -4.521
C 1.381 -0.813 -6.476
F 2.228 -1.664 -7.053
C -2.433 -1.998 -0.565
P -1.577 -0.766 -1.597
C -2.963 0.131 -2.367
C -1.053 -1.810 -2.983
H -3.186 -2.516 -1.162
H -2.903 -1.515 0.292
H -1.694 -2.710 -0.198
H -3.712 -0.585 -2.714
H -2.592 0.713 -3.205
H -3.423 0.815 -1.659
H -1.942 -2.264 -3.425
H -0.382 -2.587 -2.622
H -0.541 -1.225 -3.729
Se 4.686 -0.176 0.535
C 2.947 0.083 0.693
N 1.793 0.227 0.861
C 2.372 -3.859 -0.388
C 1.738 -2.584 -0.877
N 2.374 -1.947 -1.859
O 0.676 -2.165 -0.386
H 2.684 -4.484 -1.227
H 1.666 -4.406 0.229
H 3.257 -3.612 0.205
H 3.292 -2.230 -2.154
H 2.060 -1.021 -2.141
```

Atomic partial charges in e from the Mulliken method, atoms 1 to 5:
1. Ru 0.81
2. S -0.31
3. C -0.66
4. C 0.15
5. C -0.34